C4H7NO in the gas phase in a non-equilibrium geometry, computed with ωB97M-V with the def2-TZVPD basis set.

- Largest force on an atom: 8.1 eV/Å
- Structure (SMILES): C=N/C=C(\C)O
- Net charge: 0
- ΔE to the lowest compared entry with this formula, charge and spin: 5.025 eV
- HOMO: -9.02 eV

Last column: Löwdin charge in e.
CARTESIAN COORDINATES (ANGSTROEM)
1 C 2.2985 0.6447 -0.1680  -0.1248
2 N 1.4822 0.1171 0.6489  -0.0134
3 C -0.0407 0.8955 0.6348  -0.0075
4 C -0.7292 -0.0340 0.0987  -0.2229
5 C -0.8851 -1.4698 -0.1533  -0.0388
6 O -2.1461 0.8679 0.3291  -0.1456
7 H 3.3683 0.3918 -0.1048  0.0614
8 H 2.0286 1.4235 -0.9018  0.0690
9 H 0.0586 1.9592 0.7511  0.1128
10 H -1.7597 -1.8452 0.3825  0.0927
11 H -0.0073 -2.0202 0.1953  0.0851
12 H -1.0226 -1.6564 -1.2215  0.0887
13 H -2.6455 0.7259 -0.4912  0.0432